No. 1
Below is CaH8N5O19 as an isolated structure, with properties calculated with ωB97M-V with the def2-TZVPD basis set.

```
33
Properties=species:S:1:pos:R:3:mulliken_charge:R:1
Ca 0.214 -0.317 -0.010 2.023
N -2.456 -0.065 -2.423 0.762
O -3.135 0.719 -1.754 -0.549
O -2.780 -0.351 -3.607 -0.712
O -1.403 -0.595 -1.925 -0.537
N -1.120 3.089 -0.404 0.522
O -2.326 3.255 -0.203 -0.576
O -0.394 4.045 -0.799 -0.723
O -0.571 1.967 -0.191 -0.200
N 2.570 -2.818 -1.023 0.849
O 3.763 -2.939 -1.383 -0.670
O 1.712 -3.623 -1.533 -0.683
O 2.225 -1.976 -0.171 -0.409
N -3.022 -0.351 1.730 0.648
O -3.465 -1.458 2.149 -0.720
O -3.776 0.615 1.638 -0.590
O -1.800 -0.248 1.450 -0.351
N 3.380 1.636 0.239 0.618
O 2.218 1.131 0.302 -0.336
O 4.356 0.900 0.004 -0.637
O 3.511 2.863 0.427 -0.634
O 0.960 -0.742 2.202 -0.445
H 0.827 -1.551 2.705 0.207
H 1.741 -0.324 2.583 0.231
O -0.790 2.233 2.760 -0.700
H -1.671 2.574 2.574 0.325
H -0.690 1.521 2.102 0.360
O 1.295 -0.062 -1.996 -0.478
H 0.973 0.474 -2.729 0.192
H 2.232 -0.210 -2.172 0.211
O -0.695 -2.783 -0.134 -0.431
H -0.244 -3.632 -0.210 0.217
H -1.637 -2.974 -0.201 0.215
```

Values from the calculation:
total charge: -3
DFT total energy: -64908.95222 eV
gap between HOMO and LUMO: 6.735 eV

No. 2
Below is C24H16BrCl3NO3Se2SiTaTe2 as an isolated structure, with properties calculated with ωB97M-V with the def2-TZVPD basis set.

```
54
Properties=species:S:1:pos:R:3:mulliken_charge:R:1
Ta 0.185 -1.599 -0.732 0.279
Br 3.321 -3.744 -0.589 -0.028
C 2.942 -2.700 -2.096 0.518
C 3.840 -2.937 -3.165 -0.714
C 3.880 -2.000 -4.178 -0.225
C 2.934 -0.925 -4.172 -0.601
C 2.024 -0.819 -3.164 0.423
N 1.998 -1.789 -2.078 0.043
C 0.919 0.161 -3.071 0.338
O 0.876 1.190 -3.696 -0.647
O 0.018 -0.066 -2.066 -0.209
H 4.695 -3.617 -3.023 0.347
H 4.654 -2.038 -4.978 0.369
H 3.050 -0.094 -4.845 0.483
Se 1.548 -0.077 0.718 -0.310
Te 3.337 -1.455 2.560 -0.262
Te 1.846 -3.668 2.616 -0.157
Se 0.276 -3.722 0.384 -0.198
Cl -6.324 -2.937 -3.778 -0.203
C -5.001 -2.350 -2.917 0.249
C -3.784 -3.086 -2.952 -0.570
C -2.736 -2.641 -2.269 0.642
Cl -1.147 -3.310 -2.491 -0.129
C -2.893 -1.519 -1.417 0.140
O -1.804 -1.268 -0.639 -0.179
C -4.071 -0.717 -1.357 -0.043
Cl -4.195 0.702 -0.429 -0.158
C -5.143 -1.276 -2.031 -0.532
H -3.729 -3.988 -3.522 0.480
H -6.094 -0.831 -1.855 0.461
C 0.545 0.038 5.919 -0.405
C -0.623 -0.557 5.326 -0.683
C -0.831 -0.256 3.962 -0.402
C -0.064 0.716 3.380 0.275
C 0.972 1.410 3.959 -0.175
C 1.150 1.142 5.330 -0.661
Si -0.329 1.012 1.498 0.958
C -0.272 2.832 0.984 0.448
C -0.031 3.101 -0.369 -0.197
C 0.541 4.286 -0.831 -0.698
C 0.907 5.222 0.096 -0.262
C 0.608 5.033 1.478 -0.457
C -0.042 3.894 1.937 -0.635
H 0.852 -0.179 6.969 0.331
H -1.328 -1.156 5.910 0.393
H -1.596 -0.687 3.370 0.500
H 1.675 2.108 3.495 0.439
H 1.769 1.855 5.944 0.286
H -1.678 0.603 1.070 -0.318
H -0.339 2.339 -1.139 0.227
H 0.807 4.461 -1.869 0.427
H 1.507 6.163 -0.208 0.250
H 0.918 5.900 2.127 0.296
H -0.542 3.836 2.894 0.457
```

Values from the calculation:
total charge: 0
DFT total energy: -295099.35050 eV
gap between HOMO and LUMO (spin up / spin down): 4.717 / 4.719 eV

No. 3
Below is C27H38CeCl3N7S3SiTe as an isolated structure, with properties calculated with ωB97M-V with the def2-TZVPD basis set.

```
81
Properties=species:S:1:pos:R:3:lowdin_spin:R:1
Ce -0.204 -0.509 0.765 1.018
C -2.690 -0.643 4.178 0.000
C -2.606 -1.846 3.277 0.000
C -3.586 -2.871 3.351 0.000
C -3.370 -4.069 2.660 0.000
C -2.269 -4.214 1.843 0.000
C -1.500 -3.029 1.556 0.000
N -1.684 -1.879 2.294 -0.003
N -0.574 -2.939 0.573 -0.004
Si -0.347 -4.201 -0.611 0.000
C 0.459 -5.820 0.021 0.000
C -2.064 -4.608 -1.391 0.000
C 0.765 -3.738 -2.029 0.000
H -2.929 -0.917 5.244 0.000
H -3.429 0.079 3.823 0.000
H -1.699 -0.112 4.154 0.000
H -4.483 -2.690 3.987 0.000
H -4.141 -4.830 2.746 0.000
H -2.035 -5.159 1.439 0.000
H -0.041 -6.686 -0.421 0.000
H 0.307 -5.833 1.079 0.000
H 1.504 -5.955 -0.196 0.000
H -2.838 -4.718 -0.639 0.000
H -2.039 -5.515 -1.959 0.000
H -2.384 -3.834 -2.065 0.000
H 1.777 -3.535 -1.730 0.000
H 0.339 -2.830 -2.520 0.000
H 0.745 -4.539 -2.777 0.000
C 3.525 -0.437 3.420 0.000
Te 1.720 -1.638 3.316 -0.002
C 1.061 -0.873 5.238 0.000
H 3.326 0.627 3.310 0.000
H 4.209 -0.857 2.637 0.000
H 3.925 -0.640 4.408 0.000
H 1.874 -0.554 5.883 0.000
H 0.513 -1.692 5.793 0.000
H 0.340 -0.099 4.939 0.000
S -1.804 2.526 -5.810 0.000
C -1.842 2.107 -4.215 0.000
S -2.838 0.710 -3.675 0.000
C -2.060 0.824 -2.054 0.000
N -1.195 1.814 -1.988 0.000
N -1.350 2.714 -3.083 0.000
C -0.992 4.086 -2.790 0.000
C -0.823 5.088 -3.770 0.000
C -0.671 6.434 -3.388 0.000
C -0.594 6.787 -2.037 0.000
C -0.621 5.799 -1.074 0.000
C -0.789 4.458 -1.436 0.000
S -2.449 -0.403 -0.930 -0.004
H -0.824 4.861 -4.843 0.000
H -0.478 7.138 -4.206 0.000
H -0.586 7.843 -1.765 0.000
H -0.603 6.075 -0.007 0.000
H -0.726 3.697 -0.643 0.000
Cl -3.725 2.836 3.939 0.000
C -2.067 3.388 3.489 0.000
Cl -2.191 5.040 2.676 0.000
Cl -0.995 3.380 4.897 0.000
C -1.479 2.409 2.529 0.002
N -0.950 1.613 1.817 -0.002
C 2.920 -0.454 -0.646 0.000
C 4.150 0.182 -1.430 0.000
N 3.739 1.065 -2.555 0.000
C 2.826 0.295 -3.429 0.000
C 1.521 -0.198 -2.641 0.000
N 1.624 0.186 -1.170 -0.003
C 1.730 1.677 -1.045 0.000
C 2.895 2.231 -1.943 0.000
H 2.958 -0.285 0.458 0.000
H 2.820 -1.520 -0.871 0.000
H 4.697 -0.634 -1.869 0.000
H 4.807 0.700 -0.759 0.000
H 3.345 -0.590 -3.816 0.000
H 2.483 0.971 -4.222 0.000
H 1.353 -1.273 -2.789 0.000
H 0.623 0.249 -3.143 0.000
H 1.920 1.916 0.043 0.000
H 0.755 2.112 -1.327 0.000
H 3.529 2.846 -1.346 0.000
H 2.481 2.904 -2.730 0.000
```

Values from the calculation:
total charge: +1
spin multiplicity: 2
DFT total energy: -137213.54889 eV
gap between HOMO and LUMO (spin up / spin down): 6.082 / 6.095 eV